# 1
This record from the Open Molecules 2025 dataset describes C2H2O2S2 as an isolated structure. The level of theory is ωB97M-V/def2-TZVPD.

Each line ends with the Löwdin charge.
Atoms and positions in Å:
H 0.060 1.392 -1.878  0.124
S -2.037 0.305 -0.967  0.682
H 0.599 -0.763 2.424  0.297
C 0.102 -0.537 0.507  -1.001
S 1.355 -1.378 -0.087  0.809
C -0.377 0.367 -0.560  -0.894
O 0.616 1.031 -1.134  -0.011
O -0.317 -0.418 1.695  -0.006

Output
E_LUMO ... -0.0316 Ha
Largest force on an atom ... 6.24 eV/Å
HOMO ... -0.3294 Eh
DFT total energy ... -27869.341 eV

---

# 2
This record from the Open Molecules 2025 dataset describes one molecule with the formula C6H13NO. The level of theory is ωB97M-V/def2-TZVPD.

Each line ends with the Löwdin charge.
Atoms and positions in Å:
H -1.810 -2.697 1.266  0.061
H -1.745 -0.323 1.018  0.134
H -0.100 -2.600 2.053  0.106
H 0.357 1.108 -2.651  0.070
H -1.543 1.040 -0.624  0.170
H 1.623 -1.834 -0.511  0.095
C 0.260 1.728 -1.765  -0.070
N -0.053 -0.353 -0.402  -0.164
H 1.881 -0.381 -1.182  0.086
C -0.754 -2.376 1.095  -0.084
C -0.395 1.063 -0.579  -0.357
H -0.201 2.596 -2.174  0.058
C -0.209 1.867 0.701  -0.271
H -0.547 -2.884 0.139  0.060
O -1.051 1.880 1.502  0.085
H -0.284 -0.314 1.715  0.085
H 0.673 2.467 0.829  0.120
C -0.704 -0.808 0.836  -0.290
C 1.358 -0.779 -0.273  -0.087
H 1.417 2.027 -1.585  0.128
H 1.827 -0.426 0.593  0.066

Output
E_LUMO ... 0.0357 Ha
Largest force on an atom ... 4.22 eV/Å
SMILES ... CCN(C)[C@H](C)C=O
HOMO ... -0.3160 Eh
DFT total energy ... -9967.960 eV

---

# 3
This record from the Open Molecules 2025 dataset describes C6H8N4O as an isolated structure. The level of theory is ωB97M-V/def2-TZVPD.

Each line ends with the Löwdin charge.
Atoms and positions in Å:
C 0.456 -0.042 2.152  -0.100
N -0.302 0.688 1.104  -0.072
O -2.005 -0.167 -1.693  0.039
H -0.192 -2.113 0.281  0.131
H 3.336 0.255 -1.543  0.041
N -1.549 0.694 -0.700  0.067
H 1.408 -0.408 1.597  0.090
H -0.088 2.268 -0.474  0.085
H -2.396 -2.287 -2.829  0.012
C -1.638 -1.438 -1.399  -0.476
C 0.686 1.987 0.211  -0.015
N -0.887 -0.042 0.076  -0.222
C 1.716 1.309 -0.396  -0.185
H -0.092 -0.900 2.622  0.085
C 2.690 0.766 -0.863  0.158
H 0.952 2.561 1.063  0.100
H 0.627 0.741 3.020  0.117
N -1.913 -2.524 -2.013  0.115
C -0.809 -1.347 -0.216  0.029

Output
E_LUMO ... -0.0034 Ha
Largest force on an atom ... 4.76 eV/Å
HOMO ... -0.2846 Eh
DFT total energy ... -14351.621 eV

---

# 4
This record from the Open Molecules 2025 dataset describes one molecule with the formula C4H8N2O2. The level of theory is ωB97M-V/def2-TZVPD.

Each line ends with the Löwdin charge.
Atoms and positions in Å:
H -0.797 2.727 -0.630  0.133
O 2.598 0.201 -0.416  0.064
N -1.664 0.047 -0.268  0.013
C -2.041 -1.287 -0.128  -0.201
C -0.073 1.990 0.060  -0.068
H -1.924 -1.917 0.770  0.076
H 0.894 2.147 -0.303  -0.002
C 2.291 -0.948 -0.289  -0.254
H 1.236 0.592 0.866  0.128
H -3.184 -1.574 -0.584  0.124
H 0.173 2.790 0.980  0.136
H 3.046 -1.806 -0.504  0.173
O 1.148 -1.389 0.453  -0.055
N 0.458 -0.218 0.918  0.020
C -0.514 0.480 0.111  -0.364
H -1.646 -1.835 -1.036  0.078

Output
E_LUMO ... 0.0262 Ha
Largest force on an atom ... 6.01 eV/Å
SMILES ... C/N=C(/C)NOC=O
HOMO ... -0.3379 Eh
DFT total energy ... -11348.012 eV

---

# 5
This record from the Open Molecules 2025 dataset describes C42H62N3O4Pt as an isolated structure. The level of theory is ωB97M-V/def2-TZVPD.

Each line ends with the Löwdin charge.
Atoms and positions in Å:
H 4.488 0.667 -2.905  0.077
H -5.383 -0.851 2.744  0.071
H 0.919 1.189 -3.458  0.088
H 7.418 2.256 -1.732  0.078
H -4.408 0.442 -0.850  0.078
C -3.179 2.203 -1.257  -0.526
C -4.381 3.151 -1.256  -0.078
C 2.022 -2.056 -3.975  -0.042
C 0.052 -4.385 -1.999  -0.056
H -4.867 3.105 -2.234  0.079
C 4.579 0.487 -0.783  -0.186
H -4.215 0.832 -2.566  0.082
C -2.032 -3.533 2.511  -0.088
H -4.086 4.189 -1.079  0.081
C 2.180 -0.572 -3.613  -0.529
C -0.109 -4.539 1.525  -0.099
N -0.682 -3.292 2.007  -0.298
C -4.035 4.636 3.216  -0.073
C 6.917 0.375 0.116  -0.060
H -2.724 2.684 -3.323  0.080
H -0.148 -2.980 4.044  0.127
H 6.552 0.038 1.088  0.072
H 0.895 -4.363 1.134  0.079
H 6.704 0.875 -2.574  0.084
C -2.871 3.002 1.149  0.015
C -1.670 5.001 3.868  -0.057
O 1.037 -1.651 -1.186  -0.214
H -0.728 4.549 4.185  0.074
H -3.966 0.178 3.153  0.062
C -2.225 -4.304 -2.881  -0.019
H -0.051 -5.294 2.325  0.089
C 2.003 -1.258 1.382  -0.133
C 3.896 -0.015 0.318  -0.012
H 4.284 0.142 1.321  0.109
C 0.322 -5.438 -2.849  -0.087
H 5.812 2.396 -2.453  0.084
C -1.056 2.315 2.520  -0.004
H -4.994 0.584 1.786  0.072
H -1.355 2.004 -2.421  0.063
C 0.719 0.795 1.581  -0.110
C -2.212 2.672 -2.355  -0.041
H 1.285 1.032 0.682  0.127
H 0.813 -3.943 -1.369  0.092
C -3.720 -1.078 1.396  -0.730
C 0.137 -1.145 2.942  -0.171
H -2.887 0.082 -1.664  0.065
H -2.048 2.498 5.047  0.073
H -2.023 -4.372 3.225  0.090
H 1.350 -2.552 -3.281  0.050
C -3.700 0.800 -1.600  -0.032
H 1.618 -2.150 -4.988  0.081
H -2.709 -3.754 1.688  0.083
H 7.135 -0.511 -0.483  0.086
C -2.445 2.208 0.086  -0.089
O -0.841 0.576 -0.643  -0.211
H 1.297 1.138 2.452  0.131
H -0.481 2.357 3.442  0.110
C 6.483 1.721 -1.920  -0.076
H 2.543 -0.063 -5.669  0.078
C -1.236 -3.799 -1.996  -0.378
H 0.148 -0.280 -2.866  0.062
N -1.551 -2.785 -1.194  0.048
C -0.659 -5.930 -3.708  -0.097
C 5.621 2.506 0.269  -0.056
H -3.764 3.595 1.012  0.079
H 5.247 2.231 1.257  0.073
H 6.541 3.084 0.404  0.077
H -0.874 -0.750 3.044  0.109
C 0.806 0.116 -3.635  -0.039
O -4.242 -1.946 0.703  -0.014
C -2.719 3.928 3.539  -0.561
H -4.821 3.922 2.960  0.084
C -4.566 -0.248 2.350  -0.001
C 2.132 -0.955 -1.083  -0.316
C -1.296 1.412 0.276  -0.336
H -1.854 3.683 -2.145  0.086
C 0.153 -2.664 3.033  -0.196
H -3.230 3.672 5.639  0.078
H -5.121 2.870 -0.504  0.080
C -2.223 3.062 2.381  -0.182
H 2.614 -1.081 2.281  0.130
C 3.038 0.075 -4.704  -0.083
H 2.991 -2.563 -3.946  0.088
H -3.925 5.333 2.383  0.084
H 1.890 -2.333 1.251  0.100
H 1.314 -5.871 -2.860  0.103
N 0.646 -0.692 1.634  -0.215
O -2.474 -0.754 1.405  -0.194
H -2.690 -5.735 -4.393  0.097
H 0.338 -0.021 -4.616  0.082
H 0.757 -0.733 3.753  0.128
H -3.744 2.331 4.598  0.078
H -3.202 -3.841 -2.869  0.113
C 2.705 -0.707 0.183  -0.164
H -0.725 -4.936 0.718  0.080
H 4.873 3.147 -0.201  0.089
H 7.850 0.924 0.277  0.077
C 5.882 1.261 -0.591  -0.565
C 2.800 -0.421 -2.222  -0.077
C 3.991 0.270 -2.032  0.016
H -1.464 5.615 2.989  0.087
H -0.431 -6.752 -4.375  0.093
Pt -0.864 -1.497 0.115  1.371
C -0.591 1.516 1.494  -0.152
H -4.366 5.205 4.088  0.079
H 4.031 -0.378 -4.771  0.081
C -1.930 -5.356 -3.720  -0.098
H 1.172 -3.021 2.901  0.100
H -2.022 5.652 4.673  0.076
C -2.947 3.055 4.781  -0.055
H -2.399 -2.647 3.018  0.082
H 3.159 1.149 -4.545  0.081

Output
E_LUMO (spin up / spin down) ... 0.0872 / 0.0518 Ha
Largest force on an atom ... 0.44 eV/Å
2S+1 ... 5
HOMO (spin up / spin down) ... -0.1468 / -0.1575 Eh
DFT total energy ... -60467.671 eV
Charge ... -1

---

Number 1: molar mass 122.17 g mol⁻¹. Number 2: molar mass 115.18 g mol⁻¹. Number 3: molar mass 152.16 g mol⁻¹. Number 4: molar mass 116.12 g mol⁻¹. Number 5: molar mass 868.05 g mol⁻¹.